{"formula": "C37H34N10O2PdS", "method": "wB97M-V/def2-TZVPD", "species": ["Pd", "S", "O", "O", "N", "N", "N", "N", "N", "N", "N", "N", "N", "N", "C", "C", "C", "C", "C", "C", "C", "C", "C", "C", "C", "C", "C", "C", "C", "C", "C", "C", "C", "C", "C", "C", "C", "C", "C", "C", "C", "C", "C", "C", "C", "C", "C", "C", "C", "C", "C", "H", "H", "H", "H", "H", "H", "H", "H", "H", "H", "H", "H", "H", "H", "H", "H", "H", "H", "H", "H", "H", "H", "H", "H", "H", "H", "H", "H", "H", "H", "H", "H", "H", "H"], "positions_angstrom": [[0.25, 1.22, 0.14], [3.50, 3.69, 2.08], [-3.88, -4.52, 2.79], [-0.19, 2.84, -0.93], [-3.84, 0.53, -0.71], [0.87, 4.00, 1.70], [0.32, -0.01, 1.83], [-3.45, -2.46, 3.60], [-0.32, -0.48, 3.91], [1.92, 2.11, 0.80], [0.72, -1.25, 3.55], [-3.31, -0.47, -1.45], [-4.18, -2.30, 2.60], [-1.62, 0.49, -0.48], [3.54, 0.36, 0.04], [-5.13, -4.95, 0.07], [5.51, 1.84, 1.41], [-4.92, -3.80, -2.03], [1.22, 6.17, -2.75], [0.66, -4.78, 4.58], [-0.23, -5.87, 4.52], [5.84, 0.67, 0.75], [4.86, -0.06, 0.06], [2.52, 4.85, -4.40], [-4.18, -1.36, -2.21], [-4.87, -3.71, 0.72], [-4.71, -2.50, -0.05], [1.95, 3.25, 1.47], [0.82, 1.07, -3.30], [-2.02, -4.30, 4.34], [2.36, 2.46, -4.63], [-0.54, 0.26, 2.86], [0.24, -3.44, 4.56], [-5.21, -4.97, -1.29], [-4.41, -3.57, 2.00], [-1.12, -3.22, 4.61], [-2.81, 1.09, -0.15], [1.47, 2.39, -3.59], [1.11, -0.97, 2.30], [1.11, 3.59, -2.90], [-1.56, -5.66, 4.34], [2.92, 3.69, -5.04], [3.19, 1.52, 0.72], [1.21, -2.28, 4.49], [4.18, 2.25, 1.38], [0.24, 3.68, -1.79], [-3.14, -3.84, 3.69], [-4.61, -2.57, -1.41], [-1.98, -0.49, -1.30], [1.61, 4.85, -3.36], [3.87, 3.74, -6.19], [1.33, -1.79, 5.46], [1.94, -1.42, 1.80], [2.62, 1.57, -5.18], [-2.26, -6.47, 4.20], [2.93, 5.80, -4.74], [1.69, 6.98, -3.30], [-5.28, -5.85, 0.65], [-4.59, -1.56, 0.47], [0.04, 3.85, 1.15], [-1.32, -1.18, -1.81], [0.17, -6.88, 4.56], [6.86, 0.33, 0.74], [5.15, -0.95, -0.48], [1.16, 0.68, -2.34], [-1.50, -2.21, 4.73], [-0.15, 4.68, -1.60], [-5.05, -0.76, -2.51], [-4.92, -3.86, -3.11], [0.15, 6.33, -2.78], [4.35, 2.78, -6.36], [2.81, -0.20, -0.53], [6.26, 2.42, 1.92], [-5.45, -5.88, -1.83], [-1.31, 1.01, 2.82], [2.18, -2.61, 4.15], [1.07, 0.34, -4.07], [1.55, 6.25, -1.71], [1.73, -5.00, 4.63], [-0.27, 1.18, -3.26], [4.62, 4.51, -6.04], [-2.88, 1.95, 0.49], [0.96, 4.88, 2.18], [-3.66, -1.66, -3.12], [3.32, 4.00, -7.10]], "e_tot_ha": -2653.011668, "charge": 4, "orbital_gap_ev": 2.8, "e_lumo_ha": -0.5275, "largest_force_ev_per_a": 0.7}


{"formula": "C37H34N3O3SSiTi", "method": "wB97M-V/def2-TZVPD", "species": ["Ti", "S", "Si", "O", "O", "O", "N", "N", "N", "C", "C", "C", "C", "C", "C", "C", "C", "C", "C", "C", "C", "C", "C", "C", "C", "C", "C", "C", "C", "C", "C", "C", "C", "C", "C", "C", "C", "C", "C", "C", "C", "C", "C", "C", "C", "C", "H", "H", "H", "H", "H", "H", "H", "H", "H", "H", "H", "H", "H", "H", "H", "H", "H", "H", "H", "H", "H", "H", "H", "H", "H", "H", "H", "H", "H", "H", "H", "H", "H", "H"], "positions_angstrom": [[-0.15, 0.67, -0.81], [-1.51, -1.57, -1.18], [3.61, -2.77, 0.31], [-3.76, 4.09, 0.97], [-0.06, 2.73, -0.43], [0.08, 0.77, -2.80], [-2.34, 2.51, -0.43], [-1.99, 1.54, -1.36], [-0.30, 0.62, 1.39], [-1.24, -0.15, -6.03], [-0.82, -1.06, 3.11], [-0.27, 5.79, 2.41], [-1.35, 4.17, 0.97], [1.13, 2.66, 4.16], [-0.93, -4.18, -1.71], [0.25, 1.88, 3.43], [-2.61, 4.62, 1.41], [-3.05, -1.95, 3.32], [0.60, 1.34, 2.17], [2.43, -1.54, -0.27], [-0.79, 0.57, -3.74], [0.97, -3.66, -3.65], [-0.63, -2.84, -2.01], [2.77, 2.43, 2.43], [1.58, -0.71, -0.56], [-1.21, -0.21, 2.05], [-2.69, 1.44, -2.41], [5.08, -2.91, -0.86], [-2.20, 0.78, -3.58], [-2.55, -0.28, 1.65], [2.80, -4.46, 0.42], [-3.45, -1.13, 2.27], [1.90, 1.64, 1.70], [-2.67, 5.67, 2.33], [-1.52, 6.24, 2.82], [0.34, -2.61, -3.00], [-1.72, -1.90, 3.73], [-0.36, 0.10, -5.01], [-2.62, 0.06, -5.86], [4.26, -2.31, 2.01], [2.40, 2.95, 3.67], [0.66, -4.98, -3.34], [-0.30, -5.23, -2.37], [-0.20, 4.75, 1.49], [-3.07, 0.54, -4.65], [-1.22, 3.07, -0.01], [3.50, -2.48, 2.77], [-3.65, 6.00, 2.65], [5.15, -2.89, 2.28], [-4.48, -1.16, 1.92], [5.79, -3.67, -0.51], [1.73, -3.44, -4.40], [0.62, -1.59, -3.23], [-3.31, -0.14, -6.67], [5.60, -1.95, -0.93], [3.09, 3.57, 4.24], [-3.63, 1.98, -2.47], [2.38, -4.75, -0.55], [-0.75, 1.69, 3.81], [-1.59, 7.05, 3.55], [0.22, -1.05, 3.42], [1.97, -4.43, 1.14], [-1.38, -2.55, 4.53], [3.51, -5.23, 0.74], [0.70, -0.06, -5.13], [-3.50, 3.35, 0.36], [0.64, 6.21, 2.81], [0.81, 3.07, 5.11], [-4.12, 0.74, -4.50], [-2.87, 0.35, 0.83], [-3.75, -2.62, 3.80], [4.52, -1.24, 2.05], [-1.66, -4.38, -0.94], [1.16, -5.80, -3.85], [2.21, 1.21, 0.77], [-0.87, -0.53, -6.97], [0.75, 4.35, 1.16], [-0.55, -6.25, -2.10], [3.76, 2.63, 2.03], [4.74, -3.19, -1.86]], "e_tot_ha": -3357.653664, "relative_energy_ev": 0.567, "charge": -2, "spin_multiplicity": 2, "orbital_gap_ev": [6.2, 6.3], "e_lumo_ha": [0.1710, 0.1710], "largest_force_ev_per_a": 1.4}


{"formula": "C37H35Br2N5O6Y", "method": "wB97M-V/def2-TZVPD", "species": ["Y", "Br", "Br", "O", "O", "O", "O", "O", "O", "N", "N", "N", "N", "N", "C", "C", "C", "C", "C", "C", "C", "C", "C", "C", "C", "C", "C", "C", "C", "C", "C", "C", "C", "C", "C", "C", "C", "C", "C", "C", "C", "C", "C", "C", "C", "C", "C", "C", "C", "C", "C", "H", "H", "H", "H", "H", "H", "H", "H", "H", "H", "H", "H", "H", "H", "H", "H", "H", "H", "H", "H", "H", "H", "H", "H", "H", "H", "H", "H", "H", "H", "H", "H", "H", "H", "H"], "positions_angstrom": [[0.02, -0.06, -0.92], [0.95, -3.84, -1.16], [6.88, 1.48, 2.86], [-1.94, -0.82, -0.01], [-0.42, 1.58, 0.58], [0.95, -1.12, 0.57], [1.41, -2.58, 2.19], [3.58, 1.68, -2.51], [1.62, 1.24, -1.51], [0.47, 2.20, 3.38], [-1.06, -1.37, -2.58], [1.91, -1.38, -1.97], [-2.68, -0.99, 3.00], [-0.95, 1.67, -2.31], [-0.59, 2.84, 0.50], [4.02, -2.36, -3.49], [-2.87, -4.14, -1.09], [-0.57, -0.01, 3.86], [-1.37, 7.16, 0.40], [-0.36, 5.12, 1.47], [3.98, -1.47, 2.55], [3.88, -1.00, -3.28], [5.30, 0.52, 2.41], [-1.72, -2.44, -2.36], [2.82, -0.55, -2.51], [4.33, 1.14, 1.65], [-3.61, -4.64, -0.01], [3.17, 0.44, 1.34], [-1.05, 5.69, 0.44], [0.64, 3.27, 2.65], [-0.79, 1.48, 3.57], [-3.46, -1.79, 2.32], [-1.22, 2.87, -1.96], [-1.25, -0.89, 2.83], [-1.11, 3.50, -0.66], [2.99, -0.86, 1.79], [-0.15, 3.72, 1.56], [-2.39, -2.01, 0.03], [3.13, -3.23, -2.87], [2.11, -2.68, -2.11], [-1.52, 0.26, -4.32], [-1.38, 4.86, -0.63], [1.70, -1.61, 1.51], [5.14, -0.79, 2.86], [-3.16, -2.53, 1.15], [2.68, 0.94, -2.17], [-4.18, -6.03, -0.05], [-0.82, 1.49, -3.76], [-2.30, -2.88, -1.11], [-0.81, -1.05, -3.98], [-3.78, -3.79, 1.06], [-2.36, 7.33, -0.02], [-1.05, -0.48, 1.85], [0.49, -0.24, 3.80], [4.48, 2.15, 1.28], [-0.65, 7.70, -0.23], [-2.55, 0.21, -3.95], [-0.83, -1.90, 2.84], [-1.57, 0.36, -5.41], [2.41, 0.92, 0.74], [-4.44, -1.95, 2.76], [-1.17, -1.85, -4.62], [1.20, 1.98, 4.04], [-1.44, 3.59, -2.75], [1.48, 3.89, 2.93], [-3.09, -0.49, 3.77], [0.26, 1.40, -3.97], [4.81, -2.76, -4.11], [-3.38, -6.76, -0.13], [-1.39, 1.62, 2.68], [-1.29, 1.97, 4.41], [0.00, 5.74, 2.29], [-4.76, -6.24, 0.84], [-0.89, -0.28, 4.87], [4.57, -0.27, -3.67], [-2.78, -4.76, -1.98], [-1.17, 2.38, -4.29], [-1.34, 7.60, 1.39], [3.82, -2.48, 2.89], [-1.81, 5.31, -1.52], [-4.83, -6.16, -0.92], [-4.39, -4.12, 1.89], [0.27, -0.93, -4.16], [-1.94, -3.10, -3.21], [5.93, -1.26, 3.44], [3.23, -4.30, -2.94]], "e_tot_ha": -7342.593070, "relative_energy_ev": 1.816, "charge": 1, "orbital_gap_ev": 7.3, "e_lumo_ha": -0.1208, "largest_force_ev_per_a": 1.7}


{"formula": "C37H35BrF4N4O2P2S3Zn", "method": "wB97M-V/def2-TZVPD", "species": ["Br", "Zn", "S", "S", "S", "P", "P", "F", "F", "F", "F", "O", "O", "N", "N", "N", "N", "C", "C", "C", "C", "C", "C", "C", "C", "C", "C", "C", "C", "C", "C", "C", "C", "C", "C", "C", "C", "C", "C", "C", "C", "C", "C", "C", "C", "C", "C", "C", "C", "C", "C", "C", "C", "C", "H", "H", "H", "H", "H", "H", "H", "H", "H", "H", "H", "H", "H", "H", "H", "H", "H", "H", "H", "H", "H", "H", "H", "H", "H", "H", "H", "H", "H", "H", "H", "H", "H", "H", "H"], "positions_angstrom": [[0.81, -1.08, 2.85], [1.05, 1.13, -0.56], [1.95, 2.73, -3.93], [3.25, 0.67, -0.73], [-0.54, 1.34, -2.09], [-1.41, -0.91, 0.47], [0.56, 1.42, -3.85], [-0.51, -1.29, 5.52], [-4.25, -1.77, 1.64], [-4.94, -1.96, 4.18], [-3.09, -1.71, 6.15], [-0.59, 1.67, -4.91], [1.01, -0.08, -4.15], [2.67, 1.92, 1.69], [5.22, 2.23, 2.25], [1.47, 1.87, 1.33], [4.86, 1.79, 1.04], [-1.44, 0.74, -5.63], [-1.17, -2.55, -0.27], [3.63, 1.50, 0.77], [0.86, 2.40, 3.66], [3.93, 1.34, 6.14], [-3.62, -0.99, -1.35], [-1.04, -1.23, 3.21], [-1.71, 3.02, 2.78], [-4.53, 1.51, -0.53], [-2.08, -0.30, -4.73], [4.02, 0.75, 3.80], [-4.73, -0.42, -1.95], [2.85, -0.79, -5.52], [-0.65, -4.98, -1.54], [-1.40, -1.36, 4.54], [-0.74, 2.63, 1.86], [-2.73, -1.59, 4.87], [-5.19, 0.83, -1.55], [-0.58, -3.80, -2.25], [2.39, -0.53, -4.10], [-0.96, -4.95, -0.18], [2.46, -1.75, -3.22], [-1.40, 3.08, 4.13], [-1.22, -3.74, 0.44], [-1.98, -1.30, 2.18], [-0.12, 2.78, 4.56], [-3.67, -1.71, 3.87], [-2.94, -0.31, -0.34], [-3.41, 0.94, 0.06], [0.54, 2.31, 2.31], [-0.67, 0.12, -6.79], [3.63, 0.47, 5.10], [4.72, 1.92, 3.53], [4.65, 2.50, 5.87], [-3.29, -1.58, 2.54], [5.04, 2.79, 4.57], [-0.82, -2.59, -1.62], [3.50, -2.03, -3.05], [-2.60, 0.17, -3.90], [1.99, -1.57, -2.25], [3.62, 1.11, 7.15], [-2.16, 3.37, 4.84], [-5.25, -0.96, -2.73], [-0.02, -0.68, -6.45], [6.13, 2.66, 2.23], [-0.95, 2.58, 0.80], [2.99, 0.28, -3.68], [4.89, 3.19, 6.66], [3.89, -1.10, -5.53], [-2.79, -0.88, -5.31], [-6.06, 1.27, -2.02], [2.25, -1.59, -5.98], [5.59, 3.70, 4.36], [3.09, -0.44, 5.30], [0.13, 2.83, 5.61], [-1.37, -0.28, -7.52], [-2.22, 1.39, -6.02], [-2.70, 3.27, 2.43], [-1.47, -3.74, 1.50], [-0.33, -3.81, -3.31], [-1.33, -0.98, -4.32], [1.86, 2.15, 3.99], [-2.90, 1.47, 0.84], [3.78, 0.06, 3.01], [2.76, 0.11, -6.13], [-0.46, -5.93, -2.03], [-0.73, -1.66, -2.18], [-1.01, -5.87, 0.38], [-0.06, 0.88, -7.28], [-4.88, 2.48, -0.21], [-3.29, -1.97, -1.67], [1.95, -2.60, -3.69]], "e_tot_ha": -8430.603815, "relative_energy_ev": 0.319, "orbital_gap_ev": 6.2, "e_lumo_ha": -0.0524, "largest_force_ev_per_a": 0.4}


{"formula": "C37H35FeGeNO3S2", "method": "wB97M-V/def2-TZVPD", "species": ["Ge", "Fe", "S", "S", "O", "O", "O", "N", "C", "C", "C", "C", "C", "C", "C", "C", "C", "C", "C", "C", "C", "C", "C", "C", "C", "C", "C", "C", "C", "C", "C", "C", "C", "C", "C", "C", "C", "C", "C", "C", "C", "C", "C", "C", "C", "H", "H", "H", "H", "H", "H", "H", "H", "H", "H", "H", "H", "H", "H", "H", "H", "H", "H", "H", "H", "H", "H", "H", "H", "H", "H", "H", "H", "H", "H", "H", "H", "H", "H", "H"], "positions_angstrom": [[2.59, 0.70, -1.83], [-0.71, -0.63, 0.31], [-2.92, -1.51, 2.76], [-2.38, 1.41, -1.76], [0.93, 0.73, 0.96], [-1.51, 0.74, -0.64], [-1.88, -1.25, 1.63], [4.39, -3.99, 4.78], [-4.44, -0.69, 2.18], [2.41, -2.46, 0.69], [4.17, 0.69, -0.81], [5.08, -0.34, -1.09], [1.14, 0.36, -0.10], [1.42, -3.83, 2.94], [1.03, -2.84, 0.75], [-2.22, -1.18, -5.45], [3.67, -3.75, 3.91], [-2.28, 0.34, -3.16], [2.78, -3.44, 2.85], [-2.52, 0.95, -4.39], [-1.50, 1.47, 5.07], [-1.85, 1.00, 6.33], [0.93, 4.42, -4.07], [-1.80, 0.73, 3.94], [-2.01, -1.02, -3.06], [3.27, -2.76, 1.71], [-4.20, 0.46, 1.20], [-2.44, -0.50, 4.11], [-2.78, -0.99, 5.36], [0.57, -3.53, 1.92], [5.74, 1.69, 0.72], [1.59, 4.60, -2.86], [0.16, -2.56, -0.32], [-4.31, 0.01, -0.26], [-2.50, 0.17, -5.53], [6.65, 0.68, 0.42], [1.13, 2.03, -3.84], [-1.97, -1.78, -4.22], [1.81, 2.21, -2.64], [-2.48, -0.22, 6.48], [0.70, 3.14, -4.56], [4.50, 1.69, 0.11], [2.04, 3.50, -2.14], [6.33, -0.32, -0.48], [-4.10, 1.16, -1.24], [7.05, -1.10, -0.72], [2.33, -0.61, -2.59], [-4.43, 2.11, -0.83], [1.78, 5.60, -2.49], [4.31, -2.49, 1.66], [0.61, 5.28, -4.64], [-4.96, 1.23, 1.38], [-1.78, -2.84, -4.16], [-5.06, -1.48, 1.76], [0.96, 1.04, -4.25], [-3.60, -0.80, -0.48], [-2.69, 0.63, -6.50], [-2.71, 2.02, -4.45], [-0.80, -3.08, -0.35], [7.63, 0.69, 0.89], [4.84, -1.12, -1.80], [-0.47, -3.82, 1.97], [2.79, -1.97, -0.20], [-4.91, -0.36, 3.11], [1.08, -4.37, 3.81], [-5.30, -0.42, -0.43], [6.00, 2.47, 1.42], [-1.85, -1.49, -2.10], [-4.62, 0.99, -2.19], [-2.74, -0.58, 7.47], [-1.62, 1.60, 7.21], [-3.24, 0.93, 1.40], [2.58, 3.66, -1.22], [3.80, 2.49, 0.34], [0.21, 3.01, -5.52], [-1.01, 2.43, 4.97], [-1.53, 1.10, 2.96], [-3.26, -1.96, 5.47], [-2.20, -1.79, -6.35], [0.60, -2.30, -1.28]], "e_tot_ha": -5847.330603, "relative_energy_ev": 0.473, "charge": 3, "spin_multiplicity": 6, "orbital_gap_ev": [6.5, 5.8], "e_lumo_ha": [-0.3597, -0.4057], "largest_force_ev_per_a": 1.1}